[1]
74
Properties=species:S:1:pos:R:3:lowdin_charge:R:1 method="wB97M-V/def2-TZVPD" relative_energy_kj_mol=31.2 max_force_ev_per_a=0.4 orbital_gap_ha=0.215 total_charge=-2 energy_ev=-101647.74386 e_lumo_ev=4.61
Ti -1.448 0.546 -0.282 0.9006
C 0.851 0.461 -5.755 -0.0811
C 0.905 0.453 -4.248 -0.3161
C 2.095 0.266 -3.568 -0.0901
C 2.154 0.275 -2.169 -0.0585
C 0.979 0.487 -1.441 -0.3516
N 0.719 0.519 -0.070 -0.0522
C 1.559 0.831 0.938 -0.2175
C 2.941 1.114 0.756 -0.0218
C 3.805 1.343 1.808 -0.0785
C 3.365 1.326 3.122 -0.3007
C 4.301 1.506 4.290 -0.0804
C 2.000 1.153 3.317 -0.0113
C 1.087 0.950 2.290 -0.0439
C -0.418 0.920 2.643 -0.3246
O -1.303 0.805 1.625 -0.1982
C -0.720 -0.273 3.600 -0.5307
F -2.029 -0.362 3.891 0.1517
F -0.082 -0.210 4.798 0.1173
F -0.357 -1.419 3.029 0.1756
C -0.815 2.262 3.344 -0.5271
F -0.222 2.509 4.535 0.1223
F -2.131 2.344 3.571 0.1528
F -0.495 3.300 2.542 0.1398
C -0.270 0.578 -2.112 -0.2093
C -0.273 0.591 -3.494 -0.1079
C -3.396 1.080 -0.997 -0.3706
O -3.261 -0.014 -0.163 -0.2329
C -3.907 0.723 -2.358 -0.5566
F -5.239 0.399 -2.418 0.0943
F -3.272 -0.347 -2.867 0.1171
F -3.764 1.733 -3.261 0.0986
C -4.156 2.208 -0.367 -0.5579
F -3.664 2.517 0.849 0.1193
F -4.110 3.364 -1.098 0.0920
F -5.490 1.991 -0.164 0.1028
H 1.835 0.257 -6.185 0.0581
H 0.512 1.428 -6.140 0.0655
H 0.156 -0.295 -6.129 0.0680
H 3.010 0.102 -4.131 0.0896
H 3.101 0.059 -1.697 0.0774
H 3.329 1.175 -0.244 0.0669
H 4.853 1.536 1.592 0.0966
H 5.301 1.780 3.944 0.0595
H 4.397 0.588 4.879 0.0679
H 3.957 2.291 4.969 0.0663
H 1.637 1.195 4.333 0.1072
H -1.217 0.667 -4.033 0.0939
N -1.049 3.556 -1.691 -0.0031
N -0.945 2.808 -0.445 -0.0770
H -2.003 3.371 -1.995 0.0419
H -0.504 2.989 -2.339 0.0483
H -1.491 3.310 0.249 0.0770
H 0.019 2.883 -0.132 0.0903
C -0.557 -2.585 -2.495 -0.2156
Si -1.117 -2.038 -0.756 0.6518
C -2.725 -3.025 -0.484 -0.2482
C 0.164 -2.942 0.350 -0.2712
C -0.193 -3.946 1.255 -0.1223
C 0.742 -4.560 2.081 -0.1243
C 2.075 -4.181 2.027 -0.1315
C 2.459 -3.186 1.136 -0.1017
C 1.518 -2.585 0.312 -0.0990
H -0.525 -3.679 -2.562 0.0158
H 0.433 -2.189 -2.736 0.0137
H -1.251 -2.203 -3.249 0.0132
H -2.583 -4.101 -0.640 0.0120
H -3.475 -2.662 -1.190 0.0109
H -3.131 -2.858 0.517 0.0194
H -1.232 -4.247 1.330 0.0815
H 0.424 -5.328 2.779 0.0839
H 2.806 -4.645 2.680 0.0809
H 3.495 -2.866 1.093 0.0903
H 1.840 -1.803 -0.366 0.0818

=====

[2]
60
Properties=species:S:1:pos:R:3:nbo_charge:R:1 method="wB97M-V/def2-TZVPD" relative_energy_kj_mol=227.0 max_force_ev_per_a=6.0 orbital_gap_ha=0.235 total_charge=+1 energy_ev=-39928.68397 e_lumo_ev=-4.99
C 6.148 3.904 0.183 -0.6365
C 4.879 3.147 0.051 -0.0695
C 3.738 3.591 0.713 0.4571
F 3.851 4.719 1.502 -0.3343
C 2.506 2.956 0.660 -0.2860
C 2.364 1.807 -0.137 -0.0592
C 1.073 0.990 -0.234 -0.2589
C -0.194 1.862 -0.184 -0.0464
C -0.302 3.276 -0.191 -0.2818
C -1.560 3.854 0.007 0.4609
F -1.638 5.221 0.162 -0.3309
C -2.755 3.143 0.009 -0.0693
C -4.063 3.812 0.197 -0.6379
C -2.657 1.748 -0.117 -0.1984
C -1.403 1.155 -0.280 -0.2027
C 3.515 1.378 -0.836 -0.2093
C 4.771 1.974 -0.717 -0.1874
H 6.958 3.298 -0.232 0.2211
H 6.066 4.864 -0.352 0.2417
H 6.414 4.109 1.225 0.2397
H 1.669 3.311 1.259 0.2407
H 1.064 0.519 -1.244 0.2424
H 0.546 3.947 -0.318 0.2471
H -4.850 3.069 0.038 0.2181
H -4.172 4.182 1.229 0.2374
H -4.210 4.675 -0.468 0.2430
H -3.557 1.127 -0.131 0.2208
H -1.332 0.095 -0.489 0.2020
H 3.402 0.504 -1.472 0.2209
H 5.657 1.592 -1.261 0.2305
H 1.104 0.020 0.438 0.1829
C 1.094 -1.207 1.020 -0.1814
H 2.055 -1.250 1.528 0.2618
C 0.018 -1.263 1.986 -0.2300
C -0.935 -2.260 2.096 0.0868
N -0.908 -3.329 1.261 -0.3049
C -2.056 -4.293 1.169 -0.2200
C -2.992 -3.847 0.084 -0.0707
C -2.819 -4.325 -1.220 -0.2070
C -3.554 -3.749 -2.259 -0.2088
C -4.443 -2.703 -2.007 -0.1377
C -4.635 -2.261 -0.692 -0.2036
C -3.915 -2.842 0.352 -0.2188
C 0.064 -3.397 0.296 0.1321
C 1.023 -2.404 0.158 -0.1870
C 2.078 -2.767 -0.827 0.6536
N 3.264 -2.037 -0.780 -0.8273
O 1.920 -3.614 -1.696 -0.5705
H -0.036 -0.508 2.760 0.2458
H -1.739 -2.359 2.868 0.2422
H -1.626 -5.277 0.915 0.2361
H -2.551 -4.253 2.153 0.2302
H -2.110 -5.139 -1.388 0.2187
H -3.405 -4.110 -3.275 0.2321
H -4.992 -2.235 -2.823 0.2230
H -5.327 -1.452 -0.477 0.2242
H -4.048 -2.525 1.393 0.2122
H -0.052 -4.315 -0.329 0.2652
H 3.614 -1.707 0.103 0.3886
H 3.982 -2.425 -1.382 0.4172

=====

[3]
72
Properties=species:S:1:pos:R:3:nbo_charge:R:1 method="wB97M-V/def2-TZVPD" relative_energy_kj_mol=8.2 max_force_ev_per_a=0.6 orbital_gap_ha="0.191 / 0.198" spin_multiplicity=3 total_charge=-2 energy_ev=-108625.02383 e_lumo_ev="4.10 / 4.09"
Ni 0.582 0.171 -0.162 0.7875
N 1.210 -3.900 -0.917 -0.8322
C 1.241 -2.660 -0.332 0.6966
O 1.553 -1.686 -0.994 -0.6122
C 0.882 -2.622 1.134 -0.4927
C 1.627 -1.561 1.944 -0.4743
H 1.208 -3.914 -1.923 0.3975
H 0.742 -4.648 -0.437 0.3814
H 1.066 -3.619 1.551 0.1923
H -0.196 -2.438 1.190 0.2358
H 2.705 -1.697 1.763 0.2117
H 1.485 -1.820 2.998 0.1937
O -0.378 5.873 -1.205 -0.7275
C 0.455 4.915 -0.736 0.3320
C 1.849 5.321 -0.736 -0.2400
C 2.770 4.949 0.177 -0.2070
C 2.625 4.012 1.251 -0.2696
C 0.950 2.582 0.070 -0.3857
C 0.012 3.717 -0.289 -0.2160
C -1.471 3.430 -0.224 0.7802
O -2.250 4.316 -0.708 -0.7868
O -1.862 2.359 0.290 -0.7841
H -1.291 5.416 -1.134 0.5063
H 2.097 6.104 -1.445 0.1977
H 3.729 5.459 0.136 0.1885
H 3.307 4.106 2.090 0.1982
H 0.210 1.860 0.482 0.2364
C -4.446 0.140 -1.882 -0.0699
N -3.929 -0.967 -1.074 -0.4785
C -3.612 -2.075 -1.967 -0.0645
N -2.702 -1.752 -3.067 -0.4833
C -3.273 -0.615 -3.796 -0.0651
N -3.567 0.543 -2.968 -0.4713
C -2.337 1.187 -2.468 -0.5363
P -1.345 0.045 -1.393 0.7992
C -2.737 -0.534 -0.323 -0.5546
C -1.363 -1.408 -2.548 -0.5491
H -4.619 0.999 -1.232 0.2151
H -5.400 -0.181 -2.316 0.1696
H -4.551 -2.427 -2.409 0.1763
H -3.178 -2.889 -1.379 0.1797
H -4.209 -0.955 -4.254 0.1727
H -2.581 -0.320 -4.587 0.1948
H -2.592 2.075 -1.893 0.2741
H -1.708 1.497 -3.299 0.2521
H -2.988 0.294 0.341 0.2688
H -2.381 -1.364 0.297 0.1974
H -0.953 -2.279 -2.027 0.1967
H -0.690 -1.189 -3.381 0.2249
F 2.767 0.428 8.878 -0.3391
C 2.360 -0.611 8.106 0.9804
F 1.261 -1.122 8.702 -0.3363
F 3.331 -1.554 8.234 -0.3424
C 2.130 -0.220 6.686 -0.2111
C 0.934 -0.506 6.046 -0.1985
C 0.772 -0.166 4.711 -0.1737
C 1.787 0.466 3.994 -0.0135
C 2.971 0.776 4.667 -0.1846
C 3.150 0.428 5.993 -0.1922
C 1.600 0.844 2.546 0.1634
C 1.283 -0.131 1.584 -0.4554
H 0.128 -0.987 6.585 0.2119
H -0.164 -0.376 4.205 0.2155
H 3.741 1.305 4.122 0.2329
H 4.081 0.665 6.494 0.2093
O 0.341 2.259 -2.732 -0.5792
N 1.521 1.976 -2.374 0.0150
C 1.817 2.014 -1.069 -0.2250
C 1.811 2.910 1.277 0.3232
N 1.896 2.140 2.397 -0.5278
C 3.194 1.698 -0.824 0.3380
N 4.305 1.440 -0.631 -0.4674